Record 1
This record from the Open Molecules 2025 dataset describes a molecular structure, C11H23ClNO2P2Pm. The level of theory is ωB97M-V/def2-TZVPD.

Calculated values
LUMO energy (spin up / spin down) in eV: -7.648 / -7.423
⟨S²⟩: 6.007
HOMO-LUMO gap (spin up / spin down) in eV: 6.34 / 6.57
HOMO (spin up / spin down) in eV: -14.0 / -14.0
Spin multiplicity: 5
Total charge: +2

XYZ file:
```
41
Properties=species:S:1:pos:R:3:forces:R:3
Pm 0.29045 1.30678 0.95974 1.245 -3.479 -2.755
P 2.28234 -0.76545 1.55713 0.647 -0.944 -2.492
C 2.28513 -0.73275 -0.36298 -0.133 0.034 0.648
C 1.05540 -1.30987 -0.98788 0.453 0.720 0.278
N -0.14407 -0.76326 -0.59707 0.233 0.248 0.605
C -1.31510 -1.23707 -1.10647 1.272 -0.294 -0.450
C -1.29132 -2.23382 -2.07911 0.174 0.627 0.634
C -0.07998 -2.75348 -2.52260 0.729 0.119 -0.126
C 1.11613 -2.27634 -1.99170 -0.092 -0.202 0.300
C -2.60445 -0.66293 -0.60455 0.106 -0.534 0.166
P -2.45203 0.92730 0.27164 -0.719 0.100 -1.090
H 2.11577 -2.64866 -2.26486 -0.773 0.069 -0.051
H -2.22515 -2.56736 -2.46489 -0.482 -0.349 -0.342
H -0.03932 -3.51884 -3.29572 -0.188 0.132 0.177
H -3.28927 -0.54933 -1.44401 -0.176 0.036 0.056
H -3.06484 -1.36923 0.09518 0.029 -0.037 -0.088
H 2.29117 0.60510 -0.60410 0.485 -2.862 -0.179
H 3.24560 -1.16225 -0.72842 -0.777 0.055 0.293
H 0.64409 3.59615 -0.41432 -0.352 0.193 -0.790
O 1.99202 1.71921 -0.56334 -1.248 4.121 -0.095
H 2.28052 2.30207 -1.31184 -0.231 -0.797 0.842
H 0.13982 3.10215 1.89679 -0.258 2.390 0.699
O -0.33762 3.63930 -0.35213 1.232 1.663 2.412
H -0.42986 4.54819 0.12366 -0.262 -1.925 -1.319
C -2.85522 2.06407 -1.10973 0.195 0.430 0.047
H -3.91328 1.92416 -1.36581 0.284 0.019 -0.020
H -2.68569 3.10831 -0.81419 -0.186 -0.319 -0.193
H -2.23170 1.84664 -1.98811 -0.132 0.075 0.238
C -3.95868 0.97456 1.25228 -0.097 0.148 0.678
H -3.85398 1.74586 2.01987 -0.230 -0.076 -0.033
H -4.82439 1.20511 0.62762 0.094 -0.097 0.058
H -4.10363 0.01127 1.74694 -0.043 0.138 0.037
C 2.17016 -2.57384 1.84312 -0.430 0.278 0.666
H 3.12133 -3.04684 1.53984 -0.542 0.214 0.126
H 2.00377 -2.67921 2.92567 0.078 -0.521 -0.341
H 1.31820 -2.99013 1.27825 0.383 0.109 0.355
C 4.07047 -0.47672 1.85675 -0.296 0.455 0.566
H 4.14948 -0.25174 2.93266 0.402 -0.080 -0.388
H 4.63813 -1.39077 1.61702 -0.252 0.452 0.048
H 4.43554 0.38141 1.26965 -0.124 -0.338 0.276
Cl 0.05408 2.95228 3.16004 -0.020 0.026 0.547
```
Positions in Å, forces in eV/Å.

Record 2
This record from the Open Molecules 2025 dataset describes a single C3H5NO molecule. The level of theory is ωB97M-V/def2-TZVPD.

Calculated values
LUMO energy (spin up / spin down) in eV: -0.062 / 0.631
HOMO-LUMO gap (spin up / spin down) in eV: 7.26 / 8.16
HOMO (spin up / spin down) in eV: -7.3 / -7.5

XYZ file:
```
10
Properties=species:S:1:pos:R:3:forces:R:3
C 1.75022 -0.69460 0.19644 0.629 -0.827 -1.187
C -1.63725 0.28998 -0.96204 -0.582 0.117 -0.305
N -0.64237 0.22355 -0.17259 0.797 -0.046 0.683
C -0.09047 0.49868 0.98039 -0.340 -0.311 -1.008
O 1.16570 -0.01179 1.10861 -0.438 0.877 1.487
H 2.74227 -1.04851 0.42774 -0.068 0.082 0.088
H 1.22488 -0.87606 -0.73403 0.224 -0.038 0.157
H -1.50751 -0.19952 -1.93051 -0.221 0.136 0.071
H -2.60075 0.77560 -0.78066 0.127 0.054 0.230
H -0.38645 1.03895 1.87302 -0.129 -0.043 -0.215
```
Positions in Å, forces in eV/Å.

The evaluated energy relative to the best compared isomer or geometry (same formula, charge and spin) for the records listed, in turn: 391.9 414.1 kJ/mol.